(1)
The following is a DFT calculation (ωB97M-V/def2-TZVPD) of C6H12CuN2OP as an isolated structure in a non-equilibrium geometry.

```
23
Properties=species:S:1:pos:R:3:forces:R:3
C -1.4109 0.8214 -0.9286 0.686 1.107 0.810
C -0.8194 1.5262 -2.0263 0.348 -0.376 1.294
C -0.0482 2.5924 -1.4677 -0.688 0.176 0.045
C -0.2434 2.6433 -0.0535 -0.399 -1.246 -0.409
C -1.0664 1.5276 0.2976 0.025 -0.285 -1.609
Cu -0.2369 -1.4909 1.4201 -0.704 1.046 0.399
P -0.6863 -2.8695 -0.1065 -0.314 -0.385 -0.113
H -1.9363 -0.1337 -0.9680 -0.113 0.345 -0.091
H -0.8898 1.2096 -3.0714 0.139 0.270 0.331
H 0.5020 3.3343 -2.0469 -0.075 -0.132 0.091
H -1.3551 1.2055 1.2970 0.020 0.173 -0.101
H 0.1914 3.3424 0.6647 -0.080 -0.132 -0.358
H 0.4572 -3.4316 -0.7232 -0.109 -0.255 0.022
H -1.5737 -2.8908 -1.2114 -0.152 -0.161 -0.204
H -1.1644 -3.9690 0.6317 0.008 -0.269 -0.654
N 3.4375 -0.1776 2.1798 0.733 -0.316 0.319
C 2.2871 -0.8303 1.9040 -2.567 1.847 -0.821
N 2.2917 -2.1620 2.0519 1.751 -0.580 0.365
O 1.2368 -0.1902 1.5491 2.770 -1.184 0.841
H 4.2028 -0.7024 2.5853 -0.173 0.424 -0.224
H 3.5123 0.8210 2.0850 -0.320 -0.128 0.028
H 1.5411 -2.7376 1.6894 -0.234 0.063 0.293
H 3.1569 -2.6076 2.3583 -0.553 -0.002 -0.253
```
Forces are in eV/Å.

Values from the calculation:
Orbital gap (alpha / beta) in eV: 4.02 / 4.97
Charge: -1
Expectation value of S²: 0.753
Highest occupied orbital energy (alpha / beta) in hartree: -0.040 / -0.084
LUMO level (alpha / beta) in eV: 2.930 / 2.670
Max |F| in eV/Å: 3.267
Multiplicity: 2

***

(2)
The following is a DFT calculation (ωB97M-V/def2-TZVPD) of a 2-piece molecular cluster, C3H7NO overall in a non-equilibrium geometry.

```
12
Properties=species:S:1:pos:R:3:forces:R:3
C 0.2249 -2.4305 -0.4667 0.613 0.045 0.074
C -0.2188 -1.0037 -0.3870 -0.861 0.224 0.282
O -1.3805 -0.7141 -0.5430 -0.140 0.099 -0.158
H -0.3255 -2.9242 -1.2639 0.040 -0.075 0.016
H -0.0059 -2.9245 0.4803 -0.116 0.048 -0.011
H 1.3036 -2.5158 -0.6046 -0.052 -0.032 -0.155
H 0.4555 -0.1741 -0.1238 0.536 -0.291 -0.073
C -0.2640 2.7617 0.3697 0.388 -0.078 0.119
N 0.8576 2.1965 0.5472 -0.727 -1.026 -0.651
H -0.5717 3.0045 -0.6455 0.163 0.594 0.088
H -0.9337 3.0117 1.1942 -0.353 -0.341 -0.134
H 0.8585 1.7126 1.4431 0.510 0.832 0.603
```
Forces are in eV/Å.

Values from the calculation:
Orbital gap in eV: 10.83
Charge: 0
SMILES: CC=O.C=N
Highest occupied orbital energy in hartree: -0.358
LUMO level in eV: 1.096
Max |F| in eV/Å: 1.417
Energy above the lowest of the compared OMol25 structures with the same formula, charge and spin in kJ/mol: 218.0

***

- Which formula does entry 1 have?
  C6H12CuN2OP

***

- Look up the charge of the second one.
  0

***

- max |F| of number 1 (C6H12CuN2OP)?
  3.267 eV/Å